One molecule with the formula C15H22N2O2S2. Source: OMol25; level of theory: wB97M-V/def2-TZVPD.

Bonds (Å) are listed after each position.
Positions of all 43 atoms, in Å:
1 C -4.445 -0.659 -1.667  C2 1.521, H41 1.088, H42 1.086, H43 1.087
2 C -3.964 0.722 -1.251  C1 1.521, H3 1.095, H4 1.093, O5 1.430
3 H -4.795 1.313 -0.851  C2 1.095
4 H -3.499 1.249 -2.087  C2 1.093
5 O -2.943 0.630 -0.253  C2 1.430, C6 1.339
6 C -3.344 0.486 1.016  O5 1.339, O7 1.201, C8 1.520
7 O -4.489 0.525 1.376  C6 1.201
8 C -2.161 0.277 1.946  C6 1.520, N9 1.434, H39 1.099, H40 1.094
9 N -0.895 0.487 1.306  C8 1.434, C10 1.361, H38 1.008
10 C -0.127 -0.539 0.847  N9 1.361, N11 1.355, S37 1.657
11 N 0.791 -0.236 -0.102  C10 1.355, C12 1.455, C23 1.457
12 C 0.613 0.943 -0.935  N11 1.455, C13 1.498, H21 1.095, H22 1.096
13 C 1.164 2.193 -0.320  C12 1.498, C14 1.362, S17 1.733
14 C 0.512 3.358 -0.047  C13 1.362, C15 1.414, H20 1.077
15 C 1.341 4.328 0.561  C14 1.414, C16 1.356, H19 1.075
16 C 2.608 3.883 0.745  C15 1.356, S17 1.718, H18 1.072
17 S 2.822 2.276 0.177  C13 1.733, C16 1.718
18 H 3.440 4.398 1.183  C16 1.072
19 H 1.003 5.307 0.846  C15 1.075
20 H -0.524 3.530 -0.284  C14 1.077
21 H 1.113 0.748 -1.889  C12 1.095
22 H -0.453 1.080 -1.148  C12 1.096
23 C 1.969 -1.053 -0.367  N11 1.457, H24 1.094, C25 1.539, C30 1.545
24 H 2.621 -0.429 -0.985  C23 1.094
25 C 1.672 -2.359 -1.124  C23 1.539, H26 1.090, C27 1.524, H36 1.089
26 H 1.618 -2.206 -2.202  C25 1.090
27 C 2.811 -3.280 -0.704  C25 1.524, C28 1.527, H34 1.088, H35 1.092
28 C 2.948 -2.983 0.787  C27 1.527, H29 1.089, C30 1.532, H33 1.090
29 H 3.904 -3.309 1.195  C28 1.089
30 C 2.762 -1.466 0.892  C23 1.545, C28 1.532, H31 1.088, H32 1.090
31 H 2.229 -1.194 1.801  C30 1.088
32 H 3.724 -0.954 0.902  C30 1.090
33 H 2.148 -3.486 1.329  C28 1.090
34 H 2.592 -4.327 -0.903  C27 1.088
35 H 3.728 -3.009 -1.231  C27 1.092
36 H 0.724 -2.768 -0.778  C25 1.089
37 S -0.329 -2.055 1.484  C10 1.657
38 H -0.738 1.408 0.928  N9 1.008
39 H -2.183 -0.767 2.292  C8 1.099
40 H -2.275 0.927 2.818  C8 1.094
41 H -3.607 -1.264 -2.004  C1 1.088
42 H -5.166 -0.566 -2.474  C1 1.086
43 H -4.920 -1.155 -0.824  C1 1.087

The gap between HOMO and LUMO is 8.564 eV. As for the lowest unoccupied orbital energy: 0.544 eV. As for the energy: -44658.1751 eV. Its SMILES is CCOC(=O)CNC(=S)N(Cc1cccs1)C1CCCC1. The maximum force is 0.016 Eh/bohr. The molar mass is 326.5 g/mol.

Atomic partial charges in e from the Mulliken method, atoms 1 to 2:
1 C -1.1630
2 C -0.2885